No. 1
The following is a DFT calculation (wB97M-V/def2-TZVPD) of a structure of composition C28H57ClNO12PbSSbSi4.

Last column: Löwdin charge in e.
Element x y z (Å)
Pb1 -0.733 -0.411 -0.146  1.17
O1 -1.038 5.115 -3.154  0.05
C1 -0.700 4.021 -2.414  -0.28
C2 0.051 2.983 -2.955  0.06
C3 0.321 1.888 -2.157  -0.20
N1 -0.115 1.824 -0.906  0.01
C4 -0.782 2.838 -0.361  -0.19
C5 -1.096 3.971 -1.083  0.06
C6 -1.083 2.676 1.132  -0.64
O2 -1.505 3.663 1.740  0.00
O3 -0.778 1.537 1.604  -0.24
C7 1.176 0.697 -2.609  -0.65
O4 1.893 0.867 -3.599  0.00
O5 1.085 -0.336 -1.875  -0.20
H1 -0.720 4.978 -4.051  0.10
H2 0.410 3.003 -3.977  0.12
H3 -1.645 4.780 -0.623  0.13
O6 -0.393 -4.737 1.351  -0.36
Cl1 -1.339 -3.679 1.125  0.60
O7 -2.647 -4.105 1.521  -0.35
O8 -0.945 -2.521 1.907  -0.48
O9 -1.341 -3.311 -0.267  -0.43
C8 3.923 2.354 0.081  -0.22
Si1 4.112 0.598 0.781  0.32
C9 5.710 0.673 1.833  -0.22
C10 4.553 -0.524 -0.683  -0.23
Sb1 1.831 -0.145 1.754  0.91
Si2 2.792 -2.267 2.895  0.33
C11 2.940 -3.549 1.506  -0.22
C12 4.495 -2.284 3.780  -0.23
C13 1.588 -2.900 4.211  -0.23
Si3 1.910 1.411 3.815  0.34
C14 0.588 0.864 5.057  -0.22
C15 3.537 1.407 4.830  -0.23
C16 1.643 3.235 3.388  -0.21
H4 4.822 2.678 -0.448  0.02
H5 3.714 3.078 0.872  0.00
H6 3.088 2.379 -0.624  0.02
H7 6.562 0.932 1.200  0.02
H8 5.919 -0.288 2.309  -0.01
H9 5.633 1.422 2.625  0.00
H10 5.365 -0.102 -1.279  0.02
H11 3.681 -0.640 -1.333  0.02
H12 4.858 -1.518 -0.344  0.01
H13 3.114 -3.060 0.544  0.01
H14 2.002 -4.100 1.426  0.01
H15 3.750 -4.261 1.678  0.02
H16 5.316 -2.242 3.060  0.00
H17 4.592 -3.208 4.355  0.02
H18 4.609 -1.444 4.468  -0.01
H19 0.572 -2.846 3.818  0.01
H20 1.634 -2.309 5.129  0.01
H21 1.796 -3.944 4.461  0.03
H22 0.879 -0.058 5.565  0.01
H23 -0.349 0.677 4.531  0.02
H24 0.402 1.632 5.812  0.02
H25 3.946 0.399 4.926  -0.01
H26 3.351 1.795 5.835  0.02
H27 4.300 2.033 4.361  0.01
H28 0.616 3.400 3.058  0.01
H29 2.307 3.546 2.577  0.01
H30 1.835 3.880 4.249  0.03
C17 -5.851 2.077 -2.943  -0.05
C18 -6.065 2.293 -1.442  -0.66
C19 -7.493 2.782 -1.194  -0.04
C20 -5.064 3.324 -0.914  -0.04
O10 -5.945 1.053 -0.767  -0.16
Si4 -4.633 0.245 -0.146  -0.15
S1 -3.047 0.312 -1.501  0.29
O11 -5.297 -1.214 0.208  -0.14
C21 -6.077 -2.130 -0.545  -0.64
C22 -7.554 -1.742 -0.402  -0.03
C23 -5.840 -3.509 0.067  -0.03
C24 -5.668 -2.129 -2.018  -0.05
O12 -4.203 0.915 1.276  -0.14
C25 -4.694 0.756 2.616  -0.62
C26 -6.219 0.914 2.621  -0.03
C27 -4.294 -0.600 3.195  -0.02
C28 -4.048 1.868 3.433  -0.03
H31 -5.956 3.024 -3.479  0.08
H32 -6.585 1.366 -3.331  0.08
H33 -4.852 1.671 -3.105  0.04
H34 -7.662 3.726 -1.718  0.08
H35 -7.660 2.933 -0.126  0.08
H36 -8.210 2.042 -1.557  0.08
H37 -5.298 4.318 -1.301  0.08
H38 -4.054 3.048 -1.220  0.05
H39 -5.082 3.344 0.177  0.09
H40 -7.827 -1.735 0.655  0.08
H41 -8.197 -2.451 -0.929  0.08
H42 -7.705 -0.739 -0.804  0.07
H43 -6.246 -3.541 1.081  0.08
H44 -4.771 -3.706 0.141  0.07
H45 -6.320 -4.285 -0.534  0.08
H46 -5.859 -1.146 -2.453  0.07
H47 -6.225 -2.887 -2.573  0.08
H48 -4.599 -2.327 -2.099  0.08
H49 -6.660 0.207 1.918  0.07
H50 -6.492 1.927 2.311  0.08
H51 -6.619 0.727 3.620  0.08
H52 -4.724 -1.410 2.611  0.08
H53 -4.632 -0.680 4.231  0.08
H54 -3.212 -0.707 3.169  0.09
H55 -4.337 2.849 3.051  0.08
H56 -2.968 1.790 3.332  0.07
H57 -4.334 1.786 4.485  0.08

Output
HOMO in eV: -2.68
Frontier orbital gap in eV: 6.740
Charge: -2
ΔE to the lowest compared entry with this formula, charge and spin in kJ/mol: 36.9
F_max in eV/Å: 1.54

---

No. 2
The following is a DFT calculation (wB97M-V/def2-TZVPD) of an isolated molecule of C2Cl6Si.

Last column: Löwdin charge in e.
Element x y z (Å)
C1 -0.315 -0.208 -0.638  -0.84
C2 -1.730 -0.083 0.215  -1.16
Si1 1.406 0.232 0.085  -0.78
Cl1 -0.412 -1.059 -2.126  0.58
Cl2 -3.207 -0.725 -0.397  0.61
Cl3 -1.723 0.469 1.843  0.60
Cl4 2.608 0.643 -1.501  0.33
Cl5 1.207 1.908 1.289  0.27
Cl6 2.167 -1.177 1.230  0.39

Output
HOMO (alpha / beta) in eV: -8.86 / -8.90
Frontier orbital gap (alpha / beta) in eV: 7.917 / 8.013
Charge: 0
ΔE to the lowest compared entry with this formula, charge and spin in kJ/mol: 66.4
F_max in eV/Å: 6.88

---

No. 3
The following is a DFT calculation (wB97M-V/def2-TZVPD) of a structure of composition C14H11Cl3CoN5OSi.

Last column: Löwdin charge in e.
Element x y z (Å)
Co1 0.027 0.143 -0.157  0.34
N1 3.724 1.158 1.486  0.13
C1 2.719 0.972 0.613  -0.12
N2 1.639 0.320 0.883  0.06
C2 1.430 -0.181 2.175  -0.26
N3 0.308 -0.728 2.463  0.13
N4 -0.509 -0.708 1.347  -0.11
C3 -1.765 -1.008 1.483  -0.06
C4 -2.495 -0.827 0.258  -0.24
C5 -3.840 -1.139 0.062  -0.02
C6 -4.403 -0.932 -1.179  -0.07
C7 -3.620 -0.414 -2.206  -0.05
C8 -2.301 -0.107 -1.941  -0.12
N5 -1.744 -0.303 -0.743  0.03
C9 2.502 -0.041 3.153  -0.08
C10 2.408 -0.556 4.447  -0.01
C11 3.445 -0.384 5.339  -0.07
C12 4.592 0.310 4.951  -0.07
C13 4.702 0.827 3.677  -0.01
C14 3.654 0.650 2.779  -0.17
H1 4.524 1.701 1.208  0.16
H2 2.816 1.410 -0.375  0.14
H3 -2.226 -1.233 2.436  0.12
H4 -4.419 -1.542 0.882  0.11
H5 -5.444 -1.169 -1.352  0.11
H6 -4.029 -0.234 -3.189  0.11
H7 -1.652 0.333 -2.686  0.11
H8 1.507 -1.086 4.724  0.12
H9 3.369 -0.784 6.341  0.11
H10 5.403 0.447 5.654  0.11
H11 5.590 1.368 3.373  0.12
Cl1 -2.032 3.312 -1.429  0.30
Si1 -0.051 2.982 -1.000  -0.91
Cl2 0.168 3.426 1.012  0.27
Cl3 0.994 4.471 -1.943  0.27
O1 0.473 1.562 -1.396  -0.47

Output
HOMO (alpha / beta) in eV: -6.84 / -6.83
Frontier orbital gap (alpha / beta) in eV: 6.214 / 6.204
Charge: 0
ΔE to the lowest compared entry with this formula, charge and spin in kJ/mol: 10.9
F_max in eV/Å: 0.37

---

No. 4
The following is a DFT calculation (wB97M-V/def2-TZVPD) of the ion CH3BrNO2S with charge -1.

Last column: Löwdin charge in e.
Element x y z (Å)
C1 1.136 0.356 0.203  -0.71
N1 -0.224 0.261 -0.598  -0.26
O1 -1.951 -0.508 1.483  -0.58
O2 -2.687 -0.219 -0.813  -0.57
S1 -1.667 -0.833 0.025  0.58
Br1 2.619 -0.878 -0.018  0.46
H1 1.031 0.446 1.310  0.04
H2 1.638 1.341 -0.073  0.04
H3 0.105 0.032 -1.518  0.00

Output
HOMO in eV: -3.81
Frontier orbital gap in eV: 7.006
Charge: -1
ΔE to the lowest compared entry with this formula, charge and spin in kJ/mol: 70.6
F_max in eV/Å: 4.68

---

No. 5
The following is a DFT calculation (wB97M-V/def2-TZVPD) of a structure of composition C14H13F5FeN5O4S.

Last column: Löwdin spin population.
Element x y z (Å)
Fe1 -0.383 0.753 0.224  3.76
N1 0.616 1.194 2.391  0.03
C1 2.064 1.026 2.294  0.00
C2 2.393 -0.197 1.411  0.01
O1 3.247 -1.012 1.772  0.01
N2 1.688 -0.202 0.293  0.04
C3 1.844 -1.327 -0.592  0.00
C4 0.507 -1.544 -1.339  0.01
O2 0.513 -1.995 -2.489  0.01
O3 -0.526 -1.227 -0.687  0.04
H1 0.395 2.092 2.806  0.00
H2 0.221 0.458 2.970  0.00
H3 2.536 0.891 3.278  0.00
H4 2.487 1.908 1.806  0.00
H5 2.079 -2.246 -0.033  0.00
H6 2.645 -1.148 -1.323  0.00
C5 -0.006 -0.519 -5.126  0.00
N3 -0.376 0.356 -4.052  0.00
C6 0.510 1.367 -3.540  0.00
C7 -0.205 1.733 -2.233  0.00
O4 0.205 2.481 -1.350  0.02
N4 -1.346 1.023 -2.151  0.01
C8 -1.334 0.133 -3.134  0.00
N5 -2.228 -0.866 -3.236  0.00
H7 0.393 0.076 -5.949  0.00
H8 -0.892 -1.048 -5.470  0.00
H9 0.744 -1.240 -4.791  0.00
H10 0.606 2.216 -4.223  0.00
H11 1.501 0.960 -3.325  0.00
H12 -2.796 -0.929 -2.400  0.00
H13 -1.815 -1.746 -3.521  0.00
F1 -3.290 6.373 -1.241  0.00
C9 -3.186 5.119 -0.750  0.00
C10 -3.976 4.088 -1.250  0.00
F2 -4.838 4.349 -2.255  0.00
C11 -3.885 2.814 -0.726  0.00
F3 -4.683 1.858 -1.231  0.00
C12 -2.975 2.483 0.298  0.00
S1 -2.862 0.922 0.981  0.02
C13 -2.186 3.552 0.765  0.01
F4 -1.285 3.299 1.742  0.00
C14 -2.282 4.835 0.271  0.00
F5 -1.516 5.822 0.773  0.00

Output
HOMO (alpha / beta) in eV: -4.84 / -4.94
Frontier orbital gap (alpha / beta) in eV: 7.520 / 7.620
Charge: -1
Spin multiplicity: 5
ΔE to the lowest compared entry with this formula, charge and spin in kJ/mol: 109.0
F_max in eV/Å: 1.49

---

No. 6
The following is a DFT calculation (wB97M-V/def2-TZVPD) of an isolated molecule of C3H6Cl2N2O.

Last column: Löwdin charge in e.
Element x y z (Å)
C1 0.357 1.534 -0.874  -0.11
C2 -0.221 -0.492 0.196  -0.53
C3 0.241 -1.393 -0.891  -1.03
H1 1.398 1.510 -0.509  0.08
H2 0.334 1.140 -1.924  0.06
H3 0.029 2.661 -0.841  0.13
H4 -0.975 0.762 2.162  0.09
H5 -0.511 -0.389 3.187  0.08
H6 0.126 -2.408 -0.507  0.06
N1 -0.362 -1.004 1.354  0.03
N2 -1.000 -0.256 2.317  0.02
O1 -0.529 0.804 -0.026  -0.12
Cl1 -0.826 -1.230 -2.299  0.63
Cl2 1.940 -1.239 -1.343  0.61

Output
HOMO in eV: -9.05
Frontier orbital gap in eV: 9.781
Charge: 0
ΔE to the lowest compared entry with this formula, charge and spin in kJ/mol: 69.1
F_max in eV/Å: 2.35

---

Q: Which formula does entry 2 have?
A: C2Cl6Si